[1]
C8H24BeN2O14 | ωB97M-V/def2-TZVPD

Properties
Lowest unoccupied orbital energy, eV: -0.2
Total charge: 0
ΔE to the lowest compared entry with this formula, charge and spin, kJ/mol: 0.00
E_HOMO, eV: -8.3548
Orbital gap, eV: 8.134

Geometry as XYZ:
```
49
Properties=species:S:1:pos:R:3:forces:R:3
O 21.62162 -6.21630 -15.66296 0.2 0.6 -2.0
O 21.21676 -8.46093 -19.67532 0.0 0.4 0.0
O 23.54762 -3.69744 -18.39348 0.2 -1.0 0.1
O 20.86048 -3.99997 -12.71721 -0.3 -0.2 0.1
O 17.98605 -3.36246 -16.74760 0.1 0.4 -0.1
O 19.16157 -7.01226 -15.30274 0.6 0.4 -0.7
O 21.16682 -2.71406 -14.41942 -0.1 -0.2 -0.2
O 19.14768 -9.04262 -19.85072 0.1 0.4 -0.1
O 16.72267 -7.95800 -17.95175 -0.6 0.1 0.2
O 18.36301 -5.27118 -18.61135 0.3 0.3 0.8
O 19.76824 -7.86932 -18.15467 0.0 1.2 0.8
O 20.90267 -3.72760 -17.12384 0.0 -0.9 0.1
O 19.79974 -4.37332 -14.56782 -0.9 -0.3 -0.1
O 17.09501 -5.66444 -15.87649 -0.2 -0.7 -0.2
N 20.59952 -3.69186 -13.86933 0.9 0.5 -0.5
N 20.06164 -8.43589 -19.27433 -0.2 -0.8 0.3
C 16.15264 -7.76421 -16.67948 -0.1 -0.4 0.5
C 22.43709 -3.06367 -18.93349 -0.6 2.3 -0.3
C 15.90081 -6.31716 -16.41231 1.0 1.4 0.4
C 17.37573 -3.11426 -18.01314 -0.3 -1.4 0.2
C 20.19096 -7.21410 -14.30931 0.6 0.2 1.7
C 18.07471 -3.95166 -19.07114 0.7 0.8 -0.2
C 21.40099 -7.49404 -15.12945 -0.4 -0.6 0.3
C 21.46248 -2.64083 -17.86882 -0.9 0.0 0.9
Be 19.54769 -5.80018 -16.71582 -0.1 -0.6 0.6
H 18.98867 -3.41871 -19.35690 0.2 -0.4 0.1
H 24.35906 -3.22755 -18.59012 -0.1 0.1 -0.2
H 22.28195 -7.88198 -14.62518 -0.1 0.0 0.3
H 19.96278 -7.91956 -13.50696 -0.6 -0.6 -0.7
H 15.69509 -5.75099 -17.32482 -0.6 -0.5 -0.1
H 18.31032 -6.93804 -14.85949 -0.3 0.7 -0.4
H 20.35128 -6.27109 -13.77784 -0.2 -0.1 -0.2
H 22.47998 -5.85763 -15.42658 0.0 0.2 -0.3
H 15.20318 -8.28851 -16.50942 -0.1 -0.1 -0.5
H 21.07318 -8.20160 -15.89608 0.5 0.1 -0.3
H 16.36073 -3.51888 -17.92829 -0.3 0.6 -0.2
H 16.76922 -8.91038 -18.08662 0.4 0.1 -0.4
H 16.81364 -8.17385 -15.90293 0.1 0.2 0.1
H 21.87664 -1.96646 -17.11609 0.5 0.0 -0.2
H 16.92940 -4.71460 -15.92531 0.5 0.1 0.1
H 18.23428 -5.88515 -19.34510 0.3 -0.5 0.4
H 21.87533 -3.51392 -19.75749 0.4 -1.1 0.2
H 18.01984 -2.56275 -16.21262 0.3 0.0 0.0
H 20.63089 -2.06000 -18.28666 0.0 -0.1 -0.5
H 15.15585 -6.14191 -15.63361 -0.4 -0.3 -0.4
H 17.41996 -2.07148 -18.32027 -0.3 0.1 0.1
H 17.47347 -3.99176 -19.98104 -0.2 -0.1 0.1
H 22.71864 -2.10568 -19.39508 0.2 0.0 0.0
H 21.05424 -3.52177 -16.17946 -0.3 0.0 0.0
```
Forces are in eV/Å.

[2]
C8H24ClHfN8O20 | ωB97M-V/def2-TZVPD

Properties
Lowest unoccupied orbital energy, eV: -14.5
Total charge: +3
E_HOMO, eV: -15.7909
Orbital gap, eV: 1.327

Geometry as XYZ:
```
62
Properties=species:S:1:pos:R:3:forces:R:3
Hf -31.50467 25.46987 9.29940 0.2 -0.1 0.1
Cl -25.90242 21.99258 9.82412 -1.4 0.6 -1.8
O -19.49159 26.24243 4.72178 -2.2 -0.7 1.4
O -29.74993 24.39457 15.67393 -1.1 -1.1 1.4
O -24.59066 16.12786 3.03089 1.7 2.6 -1.4
O -20.98575 26.93999 6.13137 0.2 -0.7 0.2
O -25.79298 20.79062 9.05283 0.4 0.5 1.0
O -18.35083 25.61483 13.81274 0.3 -0.6 -1.3
O -16.50579 25.45498 12.79187 1.2 -0.5 -0.2
O -19.96063 20.82981 16.85553 -0.1 -0.8 -0.1
O -30.88034 20.00323 5.17444 -1.3 1.7 -0.6
O -25.89213 21.87739 11.24225 -0.1 -1.0 1.1
O -19.38122 15.60923 9.98312 -2.5 0.0 -0.6
O -31.61147 21.91442 5.93407 -0.1 -1.2 -1.5
O -29.23710 25.43108 13.90803 0.9 0.2 0.5
O -27.06868 28.08735 9.48265 0.4 0.7 -0.3
O -21.15679 14.46457 10.31901 0.1 1.1 -0.4
O -23.26663 17.63845 1.96524 -1.8 -1.8 1.5
O -25.75539 28.04519 11.13517 0.9 -0.5 2.1
O -24.79200 22.88027 9.58950 0.4 0.0 -0.6
O -19.22457 19.64729 15.22460 0.6 -0.6 0.4
O -27.15963 22.63614 9.46126 0.6 -0.1 0.2
N -20.12148 20.16732 15.84963 0.0 1.6 -1.1
N -17.69189 25.47140 12.76084 -1.6 2.0 1.6
N -31.53325 21.03518 5.03295 1.0 -0.2 1.7
N -24.28983 17.26429 2.56584 0.1 -0.7 -0.5
N -20.62632 26.18024 5.25229 1.8 1.6 -2.0
N -20.57824 15.33840 9.69433 1.7 -1.7 0.9
N -28.98576 25.04875 15.06393 1.0 0.1 -1.2
N -26.06074 28.47975 10.08444 -1.1 0.5 -1.8
C -21.15435 15.91640 8.45188 0.8 0.3 0.1
C -21.43418 20.19561 15.17427 -1.2 -0.3 0.4
C -18.37659 25.55251 11.44872 -0.4 -1.5 0.2
C -25.30118 18.31548 2.79824 -0.2 0.3 1.1
C -25.14825 29.49550 9.43346 1.3 -0.7 -0.3
C -21.71349 25.40073 4.56207 0.6 -0.4 1.4
C -27.66399 25.45523 15.72322 -0.8 0.6 -0.7
C -32.23132 21.33713 3.73038 -0.2 -0.1 0.7
H -21.35865 15.12352 7.73236 0.2 -0.2 0.3
H -33.30809 21.31931 3.89879 0.1 -0.2 0.3
H -22.31256 26.19887 4.12367 0.0 -0.5 -0.4
H -20.28601 16.50983 8.16567 -0.5 0.4 -0.6
H -21.90722 21.15165 15.39859 0.1 -0.1 0.2
H -21.27608 24.61296 3.94872 -0.1 0.6 -0.4
H -24.17374 29.41280 9.91470 -0.3 0.0 0.6
H -31.97351 20.56234 3.00835 0.3 0.5 0.0
H -26.81961 25.16582 15.09762 -0.3 0.2 -0.2
H -22.22791 24.91832 5.39319 -0.3 0.1 -0.2
H -22.02290 19.37988 15.59392 0.0 0.1 0.1
H -21.38961 20.04900 14.09510 0.7 0.0 0.2
H -24.91518 29.11529 8.43887 -0.7 0.3 -0.2
H -24.89423 18.85467 3.65368 0.0 0.2 0.0
H -19.34674 25.06615 11.55058 0.0 0.1 0.2
H -22.07425 16.47558 8.62271 0.3 0.0 0.4
H -31.98678 22.38192 3.53878 0.3 -0.4 -0.5
H -26.22105 17.85466 3.15821 0.1 -0.1 -0.5
H -27.54670 25.04220 16.72509 -0.6 0.0 -0.2
H -25.41861 19.01995 1.97481 0.2 -0.5 -0.1
H -18.53295 26.58245 11.12798 0.6 -0.1 0.1
H -27.84199 26.53060 15.72220 0.8 0.1 0.3
H -25.44820 30.54291 9.46604 -0.7 -0.4 0.0
H -17.75371 24.87742 10.86189 0.0 0.7 -0.7
```
Forces are in eV/Å.

[3]
C8H24ClI2LuOP2 | ωB97M-V/def2-TZVPD

Properties
Lowest unoccupied orbital energy, eV: -9.2
Total charge: +2
ΔE to the lowest compared entry with this formula, charge and spin, kJ/mol: 463.36
E_HOMO, eV: -14.8681
Orbital gap, eV: 5.624

Geometry as XYZ:
```
39
Properties=species:S:1:pos:R:3:forces:R:3
Lu 1.67477 -2.06344 -1.57237 0.2 0.4 1.3
I -1.09438 0.09215 2.15866 -0.3 -0.8 0.2
I 0.33867 2.00972 1.14269 0.6 0.4 -0.3
Cl 3.40144 -3.22556 -2.67350 -0.7 0.5 0.3
P -0.18240 -0.36818 -2.76961 -1.5 1.0 -1.9
P 1.86832 -1.25137 1.71586 1.6 -0.6 1.3
O -3.09702 2.00583 0.00652 1.5 -1.2 0.3
C 3.68483 -1.03842 1.61845 0.1 -0.1 -0.4
C 1.78956 -2.98349 2.30678 -0.2 0.0 -0.2
C -1.37009 -1.48920 -3.60594 0.0 -0.7 0.1
C -1.36677 1.00893 -2.51922 -0.1 0.5 1.0
C 0.64205 0.37401 -4.21796 0.9 -0.2 -0.2
C -3.48200 2.18261 1.38084 -0.3 -0.5 0.0
C -2.74540 3.33131 2.09127 -0.3 0.0 -0.4
C 1.94111 -0.55685 3.48915 -1.4 0.5 -0.1
H -4.57416 2.34492 1.33346 0.6 0.0 0.2
H -2.05142 0.80329 -1.70025 0.0 0.0 0.0
H 2.44519 -3.08888 3.18567 -0.2 -0.2 -0.5
H -3.27599 1.21472 1.91424 -0.9 1.2 -0.4
H -1.98414 2.99310 2.81190 -0.3 0.1 -0.2
H -0.83437 1.95141 -2.32647 -0.2 -0.3 0.1
H 2.10005 -3.65856 1.50443 0.0 -0.3 0.2
H -0.92159 -2.47006 -3.80918 -0.3 0.0 -0.1
H -3.53566 3.83935 2.63751 0.3 0.5 0.2
H -1.67850 -1.05225 -4.56462 0.2 0.0 0.3
H 2.55168 -1.23797 4.08917 0.0 0.0 -0.4
H 0.86882 1.42615 -4.00473 0.1 -0.3 -0.1
H -2.27587 -1.59549 -2.99410 0.3 -0.2 0.0
H -2.26083 4.02424 1.36500 -0.5 -0.4 0.5
H 0.75969 -3.19937 2.60347 0.1 -0.2 -0.1
H 4.12386 -1.46943 2.52904 0.1 0.2 -0.4
H 3.87490 0.04219 1.58352 0.2 -0.3 -0.1
H 0.94874 -0.47240 3.95880 0.5 -0.1 -0.2
H -0.01917 0.31860 -5.09120 0.1 0.0 0.3
H -2.01197 1.13600 -3.40822 0.6 -0.3 0.1
H 1.56690 -0.15728 -4.46177 0.0 0.2 -0.2
H 2.40091 0.42199 3.51107 0.1 0.3 -0.2
H -2.31878 1.38207 0.05049 -1.2 1.1 -0.2
H 4.09902 -1.52442 0.73113 0.3 0.1 0.0
```
Forces are in eV/Å.

[4]
C8H24F2NaO4S4 | ωB97M-V/def2-TZVPD

Properties
Lowest unoccupied orbital energy, eV: 2.2
Total charge: -1
ΔE to the lowest compared entry with this formula, charge and spin, kJ/mol: 8.99
E_HOMO, eV: -5.3589
Orbital gap, eV: 7.568

Geometry as XYZ:
```
43
Properties=species:S:1:pos:R:3:forces:R:3
S 2.48930 -7.69162 17.20251 0.7 0.4 -0.1
S 0.15138 -10.94992 16.06758 1.1 -0.7 0.6
S 1.30369 -10.86006 11.15696 0.6 0.8 0.4
S 5.10497 -12.19457 18.15812 0.2 -0.7 0.9
Na 3.87083 -11.94356 15.31923 -0.3 -0.5 -0.6
F 5.62295 -10.85679 14.09320 -0.6 -0.4 0.7
F 3.06836 -14.21089 15.36907 0.3 0.7 0.1
O 2.76111 -6.20770 17.30723 -0.1 -0.9 0.0
O 0.77678 -9.80020 12.08227 0.3 -0.6 -0.5
O 1.55760 -10.90022 15.55015 -0.4 0.2 0.0
O 3.73113 -11.86378 17.64471 0.5 0.3 -0.2
C 2.19903 -9.99388 9.80870 -0.4 -0.3 -0.3
C 6.31453 -11.15763 17.35425 -0.1 1.1 -0.1
C 3.42522 -8.28868 15.75042 -0.1 0.7 0.4
C 2.82475 -11.57367 11.85546 0.9 -0.2 -0.2
C 3.52738 -8.58118 18.41589 -0.6 0.5 -0.1
C -0.37963 -12.68978 15.99669 -0.2 0.9 -0.1
C 0.34166 -10.91225 17.88663 -0.6 0.1 -0.1
C 5.58144 -13.79025 17.43594 -0.2 0.2 0.6
H 4.57845 -8.30055 18.35362 0.0 -0.1 -0.5
H 2.91231 -7.95022 14.85401 -0.1 -0.1 0.0
H 2.89118 -9.27047 10.23218 0.2 -0.2 0.1
H 6.26290 -11.19779 16.25651 0.1 -0.1 -0.1
H 5.98777 -13.63004 16.44231 -0.2 -0.3 -0.2
H 1.53524 -9.46660 9.12041 -0.4 0.0 0.4
H -0.50914 -12.91304 14.94071 0.1 -0.2 0.0
H -1.35564 -12.67587 16.48594 0.0 -0.3 0.1
H -0.62315 -11.07281 18.37736 -0.1 0.0 -0.2
H 0.66267 -9.90618 18.14849 0.2 0.0 -0.1
H 4.37881 -7.76772 15.83865 0.1 -0.2 -0.1
H 3.67474 -10.89658 11.99309 -0.5 0.5 0.1
H 2.68167 -12.08039 12.80408 -0.6 0.0 0.1
H 7.31671 -11.27412 17.76896 0.0 -0.7 -0.1
H 3.30314 -9.62355 18.18497 0.4 -0.2 0.3
H 2.66076 -10.76830 9.19200 0.4 0.1 0.3
H 3.22494 -12.32624 11.16690 -0.4 -0.1 -0.1
H 1.03766 -11.67658 18.22655 0.3 0.1 -0.3
H 4.67585 -14.39493 17.47822 -0.1 0.1 -0.6
H 0.35631 -13.32622 16.47876 0.1 -0.1 -0.1
H 3.21346 -8.30304 19.42235 -0.3 -0.1 -0.1
H 6.07682 -10.13172 17.65855 -0.3 -0.1 -0.1
H 6.28930 -14.27475 18.11160 0.3 0.3 -0.1
H 3.52217 -9.36713 15.74432 0.0 0.0 0.1
```
Forces are in eV/Å.

[5]
C8H24LiO4S3 | ωB97M-V/def2-TZVPD

Properties
Lowest unoccupied orbital energy, eV: -2.2
Total charge: +1
ΔE to the lowest compared entry with this formula, charge and spin, kJ/mol: 117.67
E_HOMO, eV: -11.6953
Orbital gap, eV: 9.540

Geometry as XYZ:
```
40
Properties=species:S:1:pos:R:3:forces:R:3
S 1.29830 2.39273 -0.48498 -0.5 -0.6 3.1
S -1.90727 -0.78901 -1.05241 1.1 -0.4 -1.8
S -0.95811 0.10994 3.53193 -2.9 -2.1 -1.0
O 2.12151 -1.56303 0.09239 -3.3 0.5 1.6
O -0.46843 -0.37478 -0.80695 -2.8 -0.6 -2.2
O -0.06695 -0.62897 2.56973 0.1 0.7 -0.3
O 0.70432 1.22291 0.29434 1.4 2.6 -0.1
C -0.03370 0.36544 4.95608 4.6 0.5 -0.8
C 2.25178 -2.78836 -0.50219 3.6 -1.2 -2.4
C 1.03387 -3.58680 -0.43932 2.0 -2.9 -0.4
C -0.10030 3.53910 -0.72203 3.3 3.7 -3.6
C -1.61349 -2.13092 -2.18691 -1.3 -2.9 4.5
C -2.41284 0.26330 -2.40613 0.8 0.5 -2.3
C -1.22569 1.75847 2.91917 1.0 2.7 -2.6
C 1.57237 1.88255 -2.12049 0.6 0.3 -3.3
Li 0.28403 -0.55383 0.58187 2.0 -0.1 2.7
H -1.03898 -1.86412 -2.93883 2.5 1.8 -3.7
H 0.67850 1.30569 4.86132 -0.5 -2.4 -0.2
H 0.79283 -3.51667 0.54593 -1.9 -0.1 2.9
H 1.31153 -4.68656 -0.62362 -0.7 1.7 -0.1
H -1.58316 2.05354 1.81841 1.2 -2.2 1.8
H 2.30372 2.69992 -2.53806 -2.0 -1.0 0.3
H -2.47815 -2.64102 -2.44701 -2.1 -0.3 -1.0
H -1.82094 2.57249 3.31209 -0.6 -0.7 1.8
H -1.41317 0.49982 -3.13087 -3.1 -1.0 1.9
H 0.39022 -3.15209 -1.13897 -1.1 -0.1 -0.4
H 0.37319 -0.64222 5.34963 0.0 1.7 -1.3
H 0.56885 1.70170 -2.65358 1.7 0.6 0.4
H -0.54143 0.67308 5.75680 -3.1 1.2 2.9
H -3.38638 -0.06604 -2.88153 1.6 -0.6 -0.1
H -0.60810 4.09917 0.00599 0.1 0.2 1.9
H 2.94661 -1.17569 0.07688 2.5 1.6 0.2
H 2.25329 -2.55731 -1.61419 1.6 -0.6 0.8
H -1.09041 -2.98335 -1.71145 -0.3 0.9 0.3
H -0.79238 3.09130 -1.30234 -2.5 -2.1 -1.7
H -2.81503 1.17671 -2.06849 0.3 1.6 1.0
H 3.24466 -3.30586 -0.03122 -2.3 0.8 -1.6
H 0.20535 4.49073 -1.55794 -0.2 -2.8 2.5
H 2.22338 0.98786 -2.34049 -0.9 0.5 1.3
H -0.20342 2.12018 3.02744 0.2 0.6 -0.6
```
Forces are in eV/Å.

[6]
C8H24N2O5V | ωB97M-V/def2-TZVPD

Properties
Lowest unoccupied orbital energy (spin up / spin down), eV: 0.2 / 0.2
Total charge: 0
ΔE to the lowest compared entry with this formula, charge and spin, kJ/mol: 177.08
E_HOMO (spin up / spin down), eV: -8.3459 / -8.5475
Multiplicity: 2
<S²>: 0.768
Orbital gap (spin up / spin down), eV: 8.543 / 8.774

Geometry as XYZ:
```
40
Properties=species:S:1:pos:R:3:forces:R:3
V -0.26463 2.52685 -0.93429 1.9 4.8 0.9
O 0.98494 4.13428 -1.48221 -1.0 -1.8 0.2
O 0.82388 1.39856 -1.01763 -0.3 -0.4 -0.4
O -1.61311 4.11785 -0.81704 -0.1 -1.7 0.5
O -1.85021 1.25454 -0.09267 0.6 0.3 -0.7
O 2.03643 -3.89209 -0.82737 1.3 -0.1 1.3
N 0.19316 2.55655 1.30810 1.7 0.4 -0.9
N -0.38066 -1.15789 -1.50039 -0.9 0.1 1.1
C 2.62265 -4.45798 0.38110 -0.5 -0.1 -0.2
C -0.25669 1.31811 3.38034 -0.4 -0.5 -1.3
C 0.93517 -3.03337 -0.52539 -0.2 0.1 -0.8
C 0.64694 -2.12629 -1.78886 0.7 -0.8 -0.2
C -1.85443 1.31948 1.31160 0.6 -0.9 1.2
C -0.37476 1.35281 1.80907 -2.5 -0.4 2.0
C -3.11023 1.11312 -0.69325 -1.3 -1.1 -0.3
C 1.91069 -1.40497 -2.29339 0.4 0.0 0.1
H -3.06632 0.32953 -1.44965 0.5 0.3 -0.5
H 3.01559 -3.67889 1.03433 -0.5 0.1 0.2
H 2.57933 -2.07804 -2.83004 -0.1 -0.1 0.1
H 0.98271 -2.35942 0.32997 1.2 0.3 0.2
H 2.51049 -0.89785 -1.53763 -0.2 -0.3 0.5
H 1.68454 -0.57824 -2.96679 -0.5 -0.2 -0.2
H -2.28011 0.40035 1.71421 -0.3 -0.2 -0.1
H -0.75129 0.41503 3.73800 0.1 0.0 0.2
H 0.17655 -3.72127 -0.15205 -1.0 0.0 -0.8
H -3.57112 2.01582 -1.09427 0.5 0.2 0.1
H -2.41072 4.21517 -0.26129 0.6 -0.1 -0.5
H 1.18426 2.44884 1.47003 0.8 -0.1 -1.0
H -0.77661 -0.71187 -2.31549 0.5 0.1 -0.4
H 0.30702 -2.75788 -2.60962 0.2 -0.5 -0.1
H 3.43354 -5.18416 0.32430 0.5 0.5 -1.6
H 0.08872 0.43136 1.45663 0.3 0.4 -0.5
H 1.94762 -5.16620 0.86159 -0.9 0.7 0.5
H 0.06562 3.29810 1.98185 -1.1 0.6 -0.3
H 1.85453 3.96434 -1.89386 -0.7 -0.3 0.4
H -0.71322 2.18580 3.85655 0.0 0.1 -0.1
H -2.50613 2.13456 1.62631 0.4 0.4 0.3
H 0.80438 1.26348 3.62375 0.0 0.0 0.2
H -3.82978 0.64329 -0.02272 0.0 0.3 0.6
H -1.17869 -1.63148 -1.10168 -0.2 -0.2 0.3
```
Forces are in eV/Å.